20
Properties=species:S:1:pos:R:3:forces:R:3 method="wB97M-V/def2-TZVPD" e_lumo_ev=-3.45 total_charge=+1 gap_ha=0.330
C -3.860 -0.094 1.655 4.9 1.2 3.2
S -2.647 -1.374 1.148 -1.0 0.1 -0.3
S -0.866 -0.606 1.445 1.6 0.5 0.4
C -0.316 0.322 -0.081 -0.4 -1.4 0.7
C 1.201 0.190 -0.181 0.2 1.3 -1.5
N 1.591 -1.255 -0.297 -1.8 -2.7 2.8
C 1.852 0.982 -1.408 -0.4 0.9 1.4
O 3.151 0.364 -1.644 -1.6 0.9 0.3
H -4.591 -0.710 1.922 -3.6 -2.0 1.3
H -4.075 0.560 0.932 -1.0 2.1 -3.2
H -3.518 0.593 2.543 -0.4 -1.8 -1.4
H -0.872 -0.141 -0.905 0.3 0.2 -0.1
H -0.680 1.307 0.111 0.2 0.9 -0.4
H 1.706 0.613 0.698 -0.2 -0.5 0.0
H 0.942 -1.872 -0.937 1.4 1.6 1.7
H 1.622 -1.699 0.768 -0.6 1.1 -3.5
H 2.529 -1.343 -0.628 1.1 0.2 -0.7
H 1.187 1.003 -2.286 0.5 -0.5 0.1
H 1.847 2.103 -1.057 0.6 -2.1 -0.6
H 3.797 1.058 -1.798 0.2 0.0 -0.1